Record 1
18
Properties=species:S:1:pos:R:3:lowdin_charge:R:1 method="wB97M-V/def2-TZVPD" e_above_lowest_kcal_mol=140.29 lumo_energy_ev="-4.094 / -4.095" charge=+1 energy_ha=-351.272220 homo_lumo_gap_ev="9.23 / 9.22"
C -1.48 -2.89 0.88 0.07
C -0.47 -2.10 0.76 -0.16
C 0.92 1.64 -1.36 -0.03
C 0.42 1.34 0.89 -0.07
C -0.62 -0.08 -0.58 0.01
N 0.60 0.63 -0.32 -0.30
F 0.71 -1.87 1.22 0.10
H -1.28 -3.75 1.64 0.14
H -2.41 -2.97 0.44 0.05
H 1.70 2.37 -1.14 0.10
H 1.41 1.27 -2.37 0.15
H 0.01 2.26 -1.55 0.12
H 0.06 0.60 1.61 0.10
H 1.43 1.82 1.31 0.17
H -0.29 2.17 0.62 0.13
H -0.49 -0.81 -1.42 0.10
H -1.63 0.34 -0.48 0.11
H 1.42 0.03 -0.14 0.19

=====

Record 2
74
Properties=species:S:1:pos:R:3:mulliken_spin:R:1 method="wB97M-V/def2-TZVPD" e_above_lowest_kcal_mol=0.35 multiplicity=3 s_squared=2.011 lumo_energy_ev="2.753 / 2.740" charge=-1 energy_ha=-3674.304568 homo_lumo_gap_ev="6.79 / 7.01"
Ni 0.47 0.21 -0.42 1.57
S -0.45 -0.86 -2.18 0.14
C -2.13 -0.96 -1.67 0.00
C -3.03 -1.66 -2.46 0.00
C -4.36 -1.81 -2.10 0.00
C -4.82 -1.25 -0.91 0.00
C -3.94 -0.54 -0.12 -0.01
C -2.59 -0.38 -0.47 -0.02
S -1.54 0.55 0.59 0.14
H -2.67 -2.11 -3.38 0.00
H -5.04 -2.37 -2.74 0.00
H -5.85 -1.36 -0.61 0.00
H -4.28 -0.10 0.81 0.00
C -0.21 3.23 -1.82 0.03
C 0.84 3.86 -0.91 -0.01
C 0.51 3.71 0.58 0.00
C 2.25 3.42 -1.27 0.02
C 3.04 4.32 -1.97 -0.01
C 4.34 4.02 -2.35 0.01
C 4.87 2.79 -1.99 -0.01
C 4.12 1.86 -1.29 0.02
C 4.78 0.56 -0.88 0.00
C 4.84 0.42 0.65 0.00
C 4.18 -0.68 -1.54 0.01
C 2.77 2.14 -0.94 -0.03
O 2.08 1.22 -0.28 0.04
H -1.22 3.53 -1.52 0.00
H -0.19 2.14 -1.81 0.01
H -0.04 3.54 -2.86 0.00
H 0.82 4.94 -1.11 0.00
H 0.52 2.67 0.89 0.00
H -0.48 4.12 0.79 0.00
H 1.24 4.25 1.19 0.00
H 2.62 5.29 -2.22 0.00
H 4.94 4.75 -2.89 0.00
H 5.89 2.54 -2.25 0.00
H 5.82 0.63 -1.23 0.00
H 3.84 0.32 1.06 0.00
H 5.30 1.31 1.09 0.00
H 5.44 -0.45 0.94 0.00
H 3.13 -0.79 -1.29 0.00
H 4.71 -1.58 -1.22 0.00
H 4.26 -0.61 -2.63 0.00
C 3.64 -2.67 1.98 0.01
C 2.26 -3.31 1.87 0.04
C 2.29 -4.42 0.82 0.01
Sb 0.79 -1.78 1.38 0.03
C -1.02 -2.97 1.40 0.01
C -1.22 -3.78 0.12 0.00
C -1.16 -3.85 2.64 0.00
C 0.59 -0.86 3.33 0.01
C 1.23 0.53 3.30 0.01
C 1.14 -1.67 4.50 0.00
H 4.39 -3.40 2.31 0.00
H 3.66 -1.83 2.69 0.00
H 3.96 -2.27 1.02 0.00
H 1.97 -3.73 2.83 0.00
H 2.42 -4.02 -0.19 0.00
H 1.37 -5.01 0.82 0.00
H 3.12 -5.11 1.01 0.00
H -1.78 -2.19 1.43 0.00
H -0.59 -4.67 0.12 0.00
H -0.99 -3.20 -0.77 0.00
H -2.26 -4.11 0.06 0.00
H -0.35 -4.58 2.72 0.00
H -2.10 -4.40 2.60 0.00
H -1.17 -3.26 3.56 0.00
H -0.49 -0.75 3.44 0.00
H 2.31 0.47 3.12 0.00
H 1.07 1.05 4.25 0.00
H 0.81 1.15 2.50 0.00
H 2.22 -1.80 4.43 0.00
H 0.69 -2.67 4.57 0.00
H 0.93 -1.15 5.45 0.00

=====

Record 3
14
Properties=species:S:1:pos:R:3:lowdin_charge:R:1 method="wB97M-V/def2-TZVPD" e_above_lowest_kcal_mol=30.84 lumo_energy_ev=0.995 smiles="CC1(C=O)CC1" energy_ha=-270.508741 homo_lumo_gap_ev=10.82
C -1.15 0.37 0.95 -0.02
C -0.06 -0.07 -0.02 -0.47
C 0.87 0.88 -0.71 -0.08
C 1.40 -0.11 0.30 -0.08
C -0.61 -1.20 -0.84 -0.23
O -0.33 -2.36 -0.70 0.07
H -1.18 1.45 1.11 0.08
H -2.13 0.08 0.55 0.08
H -1.04 -0.14 1.91 0.09
H 1.09 0.72 -1.76 0.11
H 0.84 1.93 -0.42 0.10
H 1.74 0.28 1.26 0.11
H 1.94 -0.97 -0.06 0.11
H -1.38 -0.87 -1.58 0.14